Entry 1:
{"formula": "C4H5NO2S", "method": "ωB97M-V/def2-TZVPD", "homo_ha": -0.2859, "e_tot_ha": -758.6469, "homo_lumo_gap_ev": 8.2, "relative_energy_kcal_mol": 146.3, "spin_multiplicity": 1, "symbols": ["C", "C", "C", "C", "N", "O", "O", "S", "H", "H", "H", "H", "H"], "positions_angstrom": [[-1.396, -1.311, 0.068], [-1.826, -0.076, 0.124], [0.355, 0.896, 0.314], [1.108, -0.188, 0.254], [2.545, -0.224, 0.350], [-2.962, 0.551, 0.304], [0.520, 2.212, 0.256], [0.297, -1.746, 0.227], [-1.978, -2.334, 0.205], [2.781, -0.982, 0.990], [2.980, -0.535, -0.510], [-3.641, 0.126, 0.667], [0.044, 2.759, 0.941]], "forces_ev_per_angstrom": [[-0.678, -3.058, 1.023], [3.808, 1.236, 0.466], [-3.544, -0.364, 0.132], [-0.069, 0.384, 0.030], [-0.272, -0.427, 0.387], [3.893, 3.846, -2.800], [-0.019, 0.423, 0.371], [0.033, -0.223, -0.554], [0.658, 2.342, -0.533], [0.039, 0.301, 0.232], [-0.230, 0.270, -0.414], [-4.143, -3.321, 2.507], [0.524, -1.409, -0.848]]}

=====

Entry 2:
{"formula": "C4H5NO2S", "method": "ωB97M-V/def2-TZVPD", "homo_ha": -0.3292, "smiles": "O=C[C@H]1CNC(=S)O1", "e_tot_ha": -758.8171, "homo_lumo_gap_ev": 9.4, "relative_energy_kcal_mol": 39.6, "spin_multiplicity": 1, "symbols": ["O", "C", "C", "C", "N", "C", "S", "O", "H", "H", "H", "H", "H"], "positions_angstrom": [[0.579, 0.703, -2.920], [0.467, 1.098, -1.777], [-0.777, 0.594, -0.946], [-0.927, -0.960, -1.004], [-0.029, -1.269, 0.150], [-0.020, -0.268, 1.057], [0.646, -0.285, 2.496], [-0.522, 0.867, 0.415], [1.170, 1.806, -1.260], [-1.608, 1.127, -1.303], [-0.727, -1.475, -1.929], [-2.009, -1.145, -0.837], [0.113, -2.204, 0.411]], "forces_ev_per_angstrom": [[0.350, 0.773, 1.215], [-0.969, -1.051, -0.764], [2.802, -1.244, -0.628], [-0.624, 1.300, 1.221], [-1.677, 0.722, -1.958], [-0.081, 0.770, -2.260], [0.317, 0.164, 1.603], [-0.104, -0.584, 1.244], [-0.337, -0.404, -0.364], [-1.320, 0.672, -0.230], [0.840, 0.209, -0.271], [0.518, -0.293, 0.551], [0.285, -1.034, 0.642]]}

=====

Entry 3:
{"formula": "C4H5NO2S", "method": "ωB97M-V/def2-TZVPD", "homo_ha": -0.3285, "smiles": "N/C=C(\\C=O)OC=S", "e_tot_ha": -758.8007, "homo_lumo_gap_ev": 8.9, "relative_energy_kcal_mol": 49.8, "spin_multiplicity": 1, "symbols": ["N", "C", "C", "C", "O", "O", "C", "S", "H", "H", "H", "H", "H"], "positions_angstrom": [[-0.593, 1.734, 1.252], [-0.716, 0.999, 0.146], [-0.216, -0.269, 0.025], [0.439, -0.982, 1.100], [0.660, -0.488, 2.191], [-0.462, -0.956, -1.176], [0.564, -1.054, -2.024], [0.482, -1.841, -3.439], [-0.129, 1.346, 2.072], [-1.009, 2.649, 1.319], [-1.244, 1.442, -0.686], [0.749, -2.017, 0.878], [1.475, -0.563, -1.658]], "forces_ev_per_angstrom": [[-0.034, 0.474, 0.567], [0.350, -0.644, 0.182], [-0.115, 0.253, 0.164], [-0.133, 0.123, -0.562], [0.063, 0.147, 0.398], [-0.059, -0.009, 0.014], [0.220, -0.324, -0.491], [0.033, 0.333, 0.528], [-0.118, -0.054, -0.407], [0.060, -0.229, -0.139], [-0.037, 0.033, -0.101], [-0.051, -0.039, -0.055], [-0.177, -0.063, -0.097]]}

=====

Entry 4:
{"formula": "C4H5NO2S", "method": "ωB97M-V/def2-TZVPD", "homo_ha": -0.3452, "smiles": "O=CS[C@H]1CC=NO1", "e_tot_ha": -758.7266, "homo_lumo_gap_ev": 10.1, "relative_energy_kcal_mol": 96.4, "spin_multiplicity": 1, "symbols": ["O", "C", "S", "C", "C", "C", "N", "O", "H", "H", "H", "H", "H"], "positions_angstrom": [[2.803, 0.546, 0.411], [2.518, -0.494, -0.109], [0.890, -1.322, -0.382], [-0.171, -0.284, 0.664], [-0.675, 0.904, -0.076], [-1.917, 0.222, -0.637], [-2.340, -0.789, 0.100], [-1.326, -1.020, 0.887], [3.370, -1.062, -0.478], [0.385, -0.308, 1.638], [0.033, 1.301, -0.941], [-1.115, 1.730, 0.524], [-2.458, 0.578, -1.602]], "forces_ev_per_angstrom": [[-1.232, 0.253, 0.332], [-0.043, -0.238, -0.106], [1.817, 0.212, -0.341], [1.284, -0.029, 0.919], [0.288, 1.283, -2.327], [-2.516, -0.324, -1.591], [0.301, 3.395, -4.584], [1.013, -3.010, 4.781], [-0.207, -0.879, -0.532], [-0.764, 1.002, -0.855], [-1.455, -0.737, 2.142], [0.837, -0.269, -0.084], [0.676, -0.657, 2.244]]}

=====

Entry 5:
{"formula": "C4H5NO2S", "method": "ωB97M-V/def2-TZVPD", "homo_ha": -0.3430, "smiles": "C[C@@]1(O)S[C@]1(O)C#N", "e_tot_ha": -758.7463, "homo_lumo_gap_ev": 9.6, "relative_energy_kcal_mol": 84.0, "spin_multiplicity": 1, "symbols": ["C", "C", "O", "S", "C", "O", "C", "N", "H", "H", "H", "H", "H"], "positions_angstrom": [[0.916, -0.241, -0.122], [-0.439, -0.742, 0.192], [-0.492, -2.151, 0.062], [-1.289, -0.084, 1.696], [-1.737, 0.567, 0.051], [-1.175, 1.806, -0.124], [-2.792, 0.084, -0.666], [-3.674, -0.415, -1.181], [0.830, 0.829, -0.344], [1.399, -0.768, -0.990], [1.516, -0.345, 0.718], [-1.318, -2.550, 0.446], [-1.750, 2.426, 0.277]], "forces_ev_per_angstrom": [[-0.351, 0.654, -2.347], [-1.846, 0.255, 1.909], [-1.439, 1.223, -0.279], [-0.031, -0.625, -0.947], [4.758, -1.936, 1.944], [0.391, -0.888, -1.668], [-1.000, -0.003, -0.144], [-1.427, -0.746, -1.029], [0.265, -0.266, -0.025], [-0.732, 0.400, 0.798], [1.304, -0.297, 1.517], [0.970, 0.930, -0.463], [-0.861, 1.299, 0.733]]}

=====

Entry 6:
{"formula": "C4H5NO2S", "method": "ωB97M-V/def2-TZVPD", "homo_ha": -0.3194, "smiles": "C=C=[N+]([O-])O.C=C=S", "e_tot_ha": -758.5786, "homo_lumo_gap_ev": 8.5, "relative_energy_kcal_mol": 189.2, "spin_multiplicity": 1, "symbols": ["C", "C", "N", "O", "O", "H", "H", "H", "C", "C", "S", "H", "H"], "positions_angstrom": [[-1.204, 1.736, 0.413], [-1.362, 0.623, -0.127], [-1.241, -0.587, -0.545], [-0.877, -1.551, 0.190], [-1.662, -0.830, -1.855], [-0.129, 2.149, 0.609], [-1.905, 2.228, 1.076], [-1.297, -1.713, -1.927], [2.689, -0.665, 0.758], [2.633, 0.626, 0.514], [2.523, 2.129, 0.170], [2.428, -1.120, 1.787], [2.883, -1.358, 0.044]], "forces_ev_per_angstrom": [[2.784, 3.431, 2.935], [-0.349, -4.329, -2.102], [-0.293, 2.378, 1.598], [-0.232, -0.182, -0.950], [0.256, 0.152, 0.500], [-1.782, -0.597, -1.026], [-0.535, -0.016, -0.435], [0.111, -0.859, -0.511], [-1.145, 1.626, 3.741], [-0.063, -1.512, 0.213], [0.143, 0.490, -0.014], [0.464, 1.172, -1.701], [0.641, -1.755, -2.249]]}

=====

Entry 7:
{"formula": "C4H5NO2S", "method": "ωB97M-V/def2-TZVPD", "homo_ha": -0.3275, "smiles": "C[C@@H]1C(=O)ONC1=S", "e_tot_ha": -758.7229, "homo_lumo_gap_ev": 8.8, "relative_energy_kcal_mol": 98.6, "spin_multiplicity": 1, "symbols": ["C", "C", "C", "O", "O", "N", "C", "S", "H", "H", "H", "H", "H"], "positions_angstrom": [[-0.361, 1.452, 0.290], [0.027, 0.215, -0.524], [-1.121, -0.547, -0.327], [-2.250, -0.408, -0.382], [-0.664, -1.885, -0.009], [0.681, -1.664, 0.163], [1.192, -0.490, -0.284], [2.833, -0.253, -0.245], [0.348, 2.311, 0.146], [-1.291, 1.900, 0.322], [-0.396, 1.168, 1.405], [-0.128, 0.493, -1.546], [1.130, -2.292, 0.990]], "forces_ev_per_angstrom": [[3.815, 1.235, 3.299], [-2.834, 6.366, -2.326], [0.971, -6.098, 0.953], [-4.645, 1.545, -0.518], [-0.178, 1.191, 0.282], [2.965, -3.430, 2.883], [3.324, -3.371, 2.506], [-0.945, 0.604, -0.237], [-0.314, -1.028, 0.310], [-2.432, 0.212, -1.635], [0.966, 0.228, -1.296], [0.532, 0.521, -1.131], [-1.226, 2.025, -3.089]]}

=====

Entry 8:
{"formula": "C4H5NO2S", "method": "ωB97M-V/def2-TZVPD", "homo_ha": [-0.3490, -0.3490], "e_tot_ha": -758.6760, "homo_lumo_gap_ev": [7.9, 7.9], "relative_energy_kcal_mol": 128.1, "spin_multiplicity": 1, "symbols": ["C", "C", "C", "C", "N", "O", "O", "S", "H", "H", "H", "H", "H"], "positions_angstrom": [[-1.145, 0.253, 0.690], [-0.002, 0.048, -0.061], [-0.081, 1.185, 1.579], [0.190, -1.052, -1.105], [0.759, 1.031, 0.338], [-3.398, 0.726, 1.989], [-3.221, -1.155, 0.347], [-2.611, -0.217, 1.239], [-0.371, 2.149, 1.777], [0.363, 0.535, 2.390], [1.290, -1.293, -1.172], [-0.328, -0.795, -2.062], [-0.390, -1.924, -0.766]], "forces_ev_per_angstrom": [[-0.433, 2.808, 5.203], [1.865, -1.540, -3.148], [-0.564, -3.529, -1.819], [0.277, 0.526, 0.265], [-0.366, -1.509, 0.369], [0.536, -0.451, 0.300], [-0.705, -0.671, 0.072], [0.577, 0.505, -1.764], [-0.572, 2.193, 0.944], [-0.654, 1.227, -0.663], [-1.333, 0.228, -0.401], [0.908, 0.068, 0.518], [0.464, 0.146, 0.122]]}

=====

Entry 9:
{"formula": "C4H5NO3", "method": "ωB97M-V/def2-TZVPD", "homo_ha": -0.3701, "smiles": "O=C(O)C(=O)N1CC1", "e_tot_ha": -435.7745, "homo_lumo_gap_ev": 9.5, "relative_energy_kcal_mol": 91.6, "spin_multiplicity": 1, "symbols": ["O", "C", "O", "C", "O", "N", "C", "C", "H", "H", "H", "H", "H"], "positions_angstrom": [[-1.408, -0.450, -1.486], [-1.328, -1.052, -0.416], [-2.399, -1.395, 0.357], [-0.127, -0.962, 0.274], [0.173, -1.440, 1.324], [0.771, -0.143, -0.347], [1.430, 0.930, 0.241], [0.348, 1.172, -0.663], [-2.067, -2.038, 1.024], [1.618, 1.219, 1.453], [2.470, 0.894, -0.050], [1.057, 1.700, -1.450], [-0.538, 1.567, -0.262]], "forces_ev_per_angstrom": [[-1.222, -2.306, 1.703], [-5.025, 2.202, -3.355], [0.910, -1.024, -0.854], [5.278, 0.821, 1.477], [-0.677, -1.709, 1.906], [-1.185, -1.011, -0.847], [4.303, 0.340, 6.873], [3.808, 3.080, -3.030], [-0.201, 0.656, -0.121], [-1.783, -1.249, -3.037], [0.086, 0.758, -0.800], [-3.200, -1.062, 0.090], [-1.094, 0.504, -0.005]]}